Record 1
Computed, not measured: a molecular structure, C25H43N3O12S2Si2, with the ωB97M-V functional and the def2-TZVPD basis.

Computed properties:
HOMO level = -8.647 eV
total energy = -3420.9533 Ha
LUMO level = 0.52 eV

Each line ends with the Löwdin charge.
CARTESIAN COORDINATES (ANGSTROEM)
N (3.278, 4.915, 1.069)  -0.073
C (3.963, 3.591, 1.342)  -0.377
Si (4.627, 2.826, -0.320)  0.567
O (5.076, 1.191, 0.040)  -0.429
Si (3.988, 0.028, -0.633)  0.225
S (5.190, -1.773, -0.969)  0.401
C (2.613, -0.535, 0.618)  -0.343
C (1.584, 0.681, 0.842)  -0.505
S (-0.194, 0.117, 0.562)  0.919
C (-0.919, 1.510, -0.392)  -0.540
N (-1.815, 1.558, -1.499)  0.014
N (-1.901, 2.920, -1.731)  -0.037
C (-1.108, 3.669, -0.827)  -0.092
O (-0.460, 2.775, 0.077)  -0.079
H (2.789, 5.253, 1.915)  0.064
H (2.538, 4.671, 0.383)  0.033
H (3.279, 2.818, 1.837)  0.051
H (4.877, 3.774, 2.023)  0.087
H (5.825, 3.626, -0.649)  -0.027
H (3.683, 2.981, -1.424)  -0.025
H (3.433, 0.380, -1.931)  -0.016
H (5.460, -2.171, 0.353)  -0.163
H (2.126, -1.489, 0.216)  0.078
H (3.156, -0.705, 1.623)  0.092
H (1.785, 1.461, 0.014)  0.052
H (1.707, 1.233, 1.830)  0.079
H (-0.930, 4.788, -0.738)  0.136
O (2.503, 6.089, -1.738)  0.091
C (2.683, 7.253, -1.474)  -0.472
O (3.065, 7.711, -0.248)  0.016
C (3.074, 9.143, -0.260)  -0.163
C (3.205, 9.530, -1.714)  -0.166
C (2.475, 8.406, -2.418)  -0.084
H (2.140, 9.501, 0.184)  0.128
H (3.911, 9.509, 0.337)  0.128
H (2.803, 10.520, -1.934)  0.118
H (4.260, 9.522, -2.007)  0.122
H (1.405, 8.608, -2.505)  0.134
H (2.908, 8.196, -3.396)  0.129
O (-0.612, -2.783, 1.985)  0.073
C (-1.749, -3.061, 2.271)  -0.473
O (-2.248, -4.326, 2.251)  -0.015
C (-3.653, -4.287, 2.538)  -0.144
C (-3.873, -2.985, 3.270)  -0.152
C (-2.826, -2.082, 2.653)  -0.077
H (-4.204, -4.331, 1.594)  0.119
H (-3.928, -5.150, 3.148)  0.135
H (-4.890, -2.605, 3.176)  0.091
H (-3.660, -3.118, 4.336)  0.128
H (-3.194, -1.588, 1.750)  0.134
H (-2.454, -1.349, 3.369)  0.130
O (-1.708, -7.623, 4.376)  0.109
C (-0.714, -7.554, 3.700)  -0.472
O (0.285, -8.479, 3.719)  0.025
C (1.360, -8.035, 2.883)  -0.169
C (0.735, -7.049, 1.923)  -0.157
C (-0.367, -6.433, 2.758)  -0.087
H (2.125, -7.574, 3.514)  0.127
H (1.798, -8.890, 2.364)  0.124
H (1.447, -6.321, 1.530)  0.121
H (0.297, -7.585, 1.075)  0.121
H (-0.010, -5.578, 3.337)  0.139
H (-1.222, -6.155, 2.150)  0.110
O (4.699, 1.183, -3.623)  0.067
C (3.757, 1.090, -4.367)  -0.493
O (2.979, -0.020, -4.472)  0.017
C (2.023, 0.166, -5.522)  -0.159
C (1.904, 1.663, -5.690)  -0.161
C (3.297, 2.142, -5.339)  -0.075
H (2.396, -0.326, -6.425)  0.128
H (1.073, -0.290, -5.239)  0.129
H (1.576, 1.960, -6.688)  0.119
H (1.186, 2.062, -4.967)  0.123
H (3.960, 2.139, -6.208)  0.135
H (3.279, 3.127, -4.872)  0.129
O (-7.213, -2.923, 3.294)  0.116
C (-7.504, -3.229, 2.167)  -0.469
O (-6.622, -3.240, 1.130)  0.011
C (-7.319, -3.543, -0.084)  -0.158
C (-8.581, -4.252, 0.348)  -0.163
C (-8.879, -3.603, 1.685)  -0.078
H (-7.527, -2.606, -0.609)  0.130
H (-6.694, -4.172, -0.720)  0.129
H (-9.394, -4.162, -0.374)  0.120
H (-8.377, -5.317, 0.495)  0.123
H (-9.477, -2.696, 1.573)  0.136
H (-9.359, -4.299, 2.371)  0.131


Record 2
Computed, not measured: 3 unconnected molecules or ions with the total composition C25H43N3O4, with the ωB97M-V functional and the def2-TZVPD basis.

Computed properties:
HOMO level = -7.836 eV
total energy = -1443.4086 Ha
LUMO level = -0.95 eV

Each line ends with the Löwdin charge.
CARTESIAN COORDINATES (ANGSTROEM)
C (3.330, -4.914, -1.214)  -0.118
C (2.196, -4.638, -0.109)  -0.136
C (1.540, -3.170, -0.289)  -0.353
O (1.890, -2.310, 0.563)  0.044
O (0.606, -2.955, -1.330)  -0.050
C (0.670, -1.602, -1.859)  -0.133
C (-0.113, -0.504, -0.996)  -0.107
N (-1.533, -0.835, -0.705)  -0.006
C (-1.823, -1.762, 0.389)  -0.283
O (-1.388, -1.774, 1.568)  0.080
C (-2.889, -2.741, -0.315)  -0.015
C (-3.493, -4.079, 0.153)  0.014
C (-4.521, -4.748, -0.831)  -0.049
C (-4.899, -4.146, -2.216)  -0.055
C (-4.280, -2.797, -2.673)  0.006
C (-3.301, -2.111, -1.697)  -0.017
C (-2.512, -0.731, -1.783)  -0.298
O (-2.705, 0.233, -2.555)  0.068
H (4.184, -4.139, -1.177)  0.086
H (2.801, -4.900, -2.238)  0.081
H (3.775, -5.976, -1.113)  0.083
H (1.421, -5.473, -0.127)  0.117
H (2.706, -4.687, 0.922)  0.122
H (1.778, -1.281, -1.869)  0.144
H (0.320, -1.631, -2.956)  0.145
H (0.483, -0.269, -0.048)  0.136
H (-0.129, 0.467, -1.627)  0.141
H (-3.221, -4.520, 1.168)  0.106
H (-5.021, -5.726, -0.518)  0.088
H (-5.647, -4.634, -2.930)  0.093
H (-4.495, -2.280, -3.669)  0.108
C (-7.076, 4.513, 0.099)  -0.095
C (-5.759, 3.759, -0.042)  -0.274
N (-5.205, 3.796, -1.390)  -0.193
C (-4.122, 2.838, -1.599)  -0.255
C (-2.841, 3.031, -0.791)  -0.080
C (-4.987, 5.121, -1.961)  -0.250
C (-4.084, 6.087, -1.195)  -0.089
H (-7.808, 4.166, -0.636)  0.078
H (-7.496, 4.345, 1.094)  0.071
H (-6.945, 5.591, -0.022)  0.063
H (-5.957, 2.716, 0.230)  0.118
H (-5.049, 4.143, 0.701)  0.098
H (-3.867, 2.808, -2.665)  0.111
H (-4.511, 1.837, -1.380)  0.101
H (-2.252, 3.872, -1.159)  0.058
H (-2.212, 2.141, -0.886)  0.045
H (-3.038, 3.178, 0.273)  0.070
H (-5.963, 5.603, -2.089)  0.100
H (-4.606, 5.018, -2.983)  0.115
H (-4.316, 6.122, -0.128)  0.067
H (-4.216, 7.100, -1.587)  0.071
H (-3.029, 5.837, -1.313)  0.053
C (6.904, 2.096, 1.833)  -0.095
C (5.698, 1.211, 2.126)  -0.274
N (5.797, -0.123, 1.546)  -0.193
C (4.535, -0.859, 1.564)  -0.259
C (3.943, -1.216, 2.926)  -0.085
C (6.979, -0.898, 1.910)  -0.251
C (7.234, -1.153, 3.395)  -0.089
H (7.101, 2.149, 0.759)  0.078
H (6.714, 3.113, 2.189)  0.071
H (7.806, 1.738, 2.335)  0.063
H (4.821, 1.715, 1.705)  0.118
H (5.542, 1.172, 3.212)  0.098
H (4.644, -1.777, 0.974)  0.102
H (3.792, -0.267, 1.018)  0.103
H (4.494, -2.025, 3.408)  0.056
H (2.916, -1.569, 2.796)  0.059
H (3.911, -0.360, 3.602)  0.068
H (7.860, -0.391, 1.499)  0.100
H (6.958, -1.860, 1.387)  0.113
H (7.119, -0.251, 4.001)  0.067
H (8.261, -1.506, 3.534)  0.071
H (6.577, -1.925, 3.794)  0.053


| no. | gap between HOMO and LUMO (eV) |
| --- | --- |
| 1 | 9.165 |
| 2 | 6.888 |